Record 1
{"formula": "C15H35ClFO14P3", "method": "ωB97M-V with the def2-TZVPD basis set", "e_homo_ha": -0.3515, "max_force_ev_per_a": 9.8, "smiles": "O=C1O[C@H](CCF)C[C@@H]1Cl.COP(=O)(OC)OC.COP(=O)(OC)OC.COP(=O)(OC)OC", "gap_ev": 7.1, "elements": ["O", "C", "O", "C", "C", "C", "F", "C", "C", "Cl", "H", "H", "H", "H", "H", "H", "H", "H", "C", "O", "P", "O", "O", "C", "O", "C", "H", "H", "H", "H", "H", "H", "H", "H", "H", "C", "O", "P", "O", "O", "C", "O", "C", "H", "H", "H", "H", "H", "H", "H", "H", "H", "C", "O", "P", "O", "O", "C", "O", "C", "H", "H", "H", "H", "H", "H", "H", "H", "H"], "coordinates": [[0.32796, -0.33896, 1.91820], [0.83599, -1.26548, 2.55807], [1.73762, -2.31888, 2.14702], [1.33317, -3.56344, 2.81664], [1.15752, -4.79913, 1.81513], [1.11832, -4.39827, 0.26556], [0.23635, -5.31507, -0.44802], [0.08934, -3.18424, 3.79636], [0.61315, -1.67424, 4.11491], [-0.41675, -0.59901, 5.15635], [2.11364, -3.91308, 3.59346], [2.07192, -5.48967, 1.94467], [0.23878, -5.43227, 2.08060], [0.70162, -3.35370, 0.06042], [2.16403, -4.55433, -0.16873], [-0.12357, -3.87019, 4.67349], [-0.75300, -3.02582, 3.02357], [1.69398, -1.90618, 4.44738], [1.87355, 4.56109, -2.26358], [0.47401, 4.54252, -1.99735], [-0.25582, 2.99564, -2.17653], [-0.34693, 3.12488, -3.69150], [-1.62351, 3.54126, -1.45875], [-2.28773, 4.66792, -2.00881], [-0.90740, 1.40630, -2.20882], [-0.72789, 0.67198, -0.99616], [2.25773, 5.55548, -2.03193], [2.38406, 3.83074, -1.63384], [2.06281, 4.34272, -3.31698], [-2.09536, 4.78269, -3.07674], [-1.96783, 5.56943, -1.48099], [-3.36109, 4.54120, -1.85917], [-1.18404, 1.20055, -0.15645], [0.33923, 0.52869, -0.80618], [-1.20166, -0.30431, -1.10423], [-6.33151, 3.76410, 1.71907], [-5.75468, 2.88455, 0.75769], [-6.14928, 1.22723, 0.99363], [-5.09651, 1.04796, 2.07948], [-5.53990, 0.85665, -0.48007], [-4.19220, 1.19489, -0.77284], [-6.69992, -0.39152, 1.17250], [-7.96372, -0.65469, 0.56324], [-6.10352, 4.79119, 1.43056], [-7.41484, 3.63651, 1.74064], [-5.91328, 3.57131, 2.70947], [-3.57361, 1.25291, 0.12404], [-4.16609, 2.15279, -1.29645], [-3.77997, 0.42952, -1.43184], [-7.92884, -0.43488, -0.50643], [-8.73847, -0.04741, 1.04010], [-8.20570, -1.70866, 0.70331], [3.35212, -0.28721, -0.24328], [4.75599, -0.52412, -0.18008], [5.36477, -1.48010, -1.47273], [4.91650, -2.78456, -0.82562], [6.90143, -1.11085, -1.04262], [7.33660, -1.40380, 0.27585], [5.95133, -2.29904, -2.86494], [6.20689, -1.45038, -3.98456], [3.07949, 0.40089, 0.55843], [3.09479, 0.16637, -1.20213], [2.80185, -1.22130, -0.11149], [6.78035, -2.22934, 0.72263], [7.22993, -0.51223, 0.89823], [8.39242, -1.67510, 0.23706], [6.93583, -0.67913, -3.72475], [5.27534, -0.98208, -4.31461], [6.60420, -2.05732, -4.79857]], "atomic_forces_ev_per_a": [[2.6, -3.6, 1.7], [-1.0, 1.0, 0.9], [-2.2, 1.0, -0.1], [0.0, -1.5, 2.3], [0.3, -0.2, -0.5], [-0.2, -0.4, 0.0], [1.1, 1.1, 1.1], [0.3, 1.8, -2.5], [0.6, -1.7, -1.5], [1.1, -1.1, -1.1], [-0.5, 1.0, -1.5], [-1.5, 1.1, -0.1], [1.2, 1.1, -0.4], [0.7, -1.5, 0.4], [-1.6, 0.5, 0.4], [0.4, 0.9, -1.3], [0.5, -0.7, 1.8], [-1.7, 1.3, 0.4], [0.3, 0.2, -0.3], [1.2, -2.4, 2.4], [-6.4, 3.2, -6.6], [1.3, -0.8, 1.1], [0.8, -0.9, 0.5], [0.0, 0.8, 0.2], [2.7, 0.7, 2.2], [0.0, -0.4, 0.4], [-0.1, -0.1, 0.0], [0.2, 0.2, 0.0], [0.0, 0.0, 0.0], [0.1, -0.2, 0.0], [0.0, 0.0, -0.1], [0.1, -0.2, 0.1], [0.0, -0.1, 0.1], [-0.1, -0.2, 0.2], [0.0, 0.1, -0.1], [0.1, 0.4, 0.3], [-3.5, -0.7, -0.5], [9.4, -2.6, 0.6], [-1.8, 0.4, 0.1], [-1.3, -0.2, 0.4], [0.4, 0.6, -0.4], [-2.5, 2.6, -0.4], [-0.3, -0.3, -0.2], [0.0, -0.1, -0.1], [0.0, 0.2, 0.1], [0.0, -0.1, 0.0], [-0.2, 0.0, 0.1], [0.1, -0.1, 0.1], [-0.2, 0.0, 0.0], [-0.1, -0.1, 0.0], [-0.1, -0.2, -0.1], [0.1, 0.1, 0.0], [-0.5, 0.0, 0.3], [-0.2, 1.6, -3.2], [3.6, -6.7, 6.1], [-0.8, 1.1, -1.2], [-0.6, 0.3, -1.1], [0.1, 0.4, 0.7], [-1.8, 3.1, -0.5], [0.2, 0.1, -0.5], [0.1, -0.1, 0.0], [-0.2, 0.1, 0.1], [0.0, 0.0, 0.0], [-0.1, 0.0, -0.2], [0.0, -0.1, 0.1], [-0.1, 0.1, -0.2], [0.0, 0.0, -0.1], [0.1, 0.0, -0.2], [0.0, 0.0, 0.1]]}

Record 2
{"formula": "C41H36N6O6PTa", "method": "ωB97M-V with the def2-TZVPD basis set", "e_homo_ha": -0.4773, "total_charge": 2, "max_force_ev_per_a": 1.1, "gap_ev": 6.0, "e_above_lowest_kcal_mol": 22.3, "elements": ["Ta", "C", "O", "C", "C", "C", "C", "C", "C", "N", "N", "C", "C", "O", "C", "C", "C", "C", "C", "C", "C", "C", "H", "H", "H", "H", "H", "H", "H", "H", "H", "H", "H", "H", "H", "N", "N", "C", "O", "O", "H", "H", "H", "C", "C", "C", "C", "C", "C", "P", "C", "C", "C", "C", "C", "C", "C", "C", "C", "C", "C", "C", "H", "H", "H", "H", "H", "H", "H", "H", "H", "H", "H", "H", "H", "H", "H", "C", "N", "C", "C", "C", "O", "N", "C", "O", "H", "H", "H", "H", "H"], "coordinates": [[-0.82530, 0.57856, -0.22988], [1.75172, 2.70854, -0.70798], [1.17591, 1.41519, -1.05894], [1.59752, 0.90866, -2.29470], [2.78930, 1.26533, -2.89943], [3.10793, 0.67477, -4.11348], [2.25599, -0.24685, -4.70418], [1.06241, -0.59215, -4.09644], [0.73565, -0.00788, -2.87886], [-0.46666, -0.29368, -2.15629], [-1.21338, -1.14292, -2.73719], [-2.46074, -1.43613, -2.32344], [-3.22151, -0.60498, -1.47180], [-2.64366, 0.42571, -0.85756], [-4.59376, -0.80857, -1.28454], [-5.18913, -1.88054, -1.89354], [-4.47531, -2.77950, -2.72540], [-5.12905, -3.88108, -3.31847], [-4.43521, -4.73810, -4.12870], [-3.06987, -4.51620, -4.36740], [-2.40938, -3.45363, -3.79904], [-3.10262, -2.56148, -2.96965], [2.81687, 2.58982, -0.53724], [1.54915, 3.40351, -1.52069], [1.28132, 3.02827, 0.21474], [3.46105, 1.97937, -2.45022], [4.03211, 0.94544, -4.60512], [2.51890, -0.69270, -5.65310], [0.38288, -1.29171, -4.55839], [-5.14675, -0.11994, -0.66222], [-6.24706, -2.05858, -1.74195], [-6.18180, -4.03448, -3.11972], [-4.92924, -5.58487, -4.58383], [-2.52740, -5.19945, -5.00713], [-1.35427, -3.31158, -3.98306], [-1.98968, 0.23348, 1.76670], [-2.46133, -1.07897, 1.77712], [-1.94190, -1.95319, 0.85189], [-2.25539, -3.08401, 0.66961], [-0.95975, -1.31143, 0.15348], [-1.42400, 0.43340, 2.59790], [-2.77111, 0.88586, 1.77862], [-3.11946, -1.36357, 2.48538], [5.39089, 2.11942, 1.02146], [5.00903, 1.19881, 0.05344], [3.82256, 0.49745, 0.19194], [2.99890, 0.71425, 1.29910], [3.39674, 1.62379, 2.27557], [4.58779, 2.32432, 2.13284], [1.43206, -0.21252, 1.34335], [0.84550, -0.25940, 3.06718], [0.59639, -1.47482, 3.70909], [0.03864, -1.49352, 4.97956], [-0.27275, -0.30530, 5.62516], [-0.04236, 0.90737, 4.99076], [0.50616, 0.92932, 3.71747], [2.02327, -1.89007, 0.97864], [1.66037, -2.63032, -0.14073], [2.24344, -3.86970, -0.37294], [3.18781, -4.37497, 0.50415], [3.56622, -3.63477, 1.61927], [2.99530, -2.39768, 1.85042], [6.32434, 2.65632, 0.92034], [5.64607, 1.01338, -0.80145], [3.54999, -0.23537, -0.55888], [2.80650, 1.77832, 3.16630], [4.89291, 3.02057, 2.90233], [0.83461, -2.40910, 3.21825], [-0.14577, -2.44141, 5.46707], [-0.70008, -0.32341, 6.61871], [-0.30359, 1.83728, 5.47681], [0.64255, 1.88413, 3.22535], [0.92633, -2.26216, -0.84193], [1.94959, -4.44036, -1.24334], [3.63547, -5.34237, 0.32125], [4.31068, -4.01917, 2.30310], [3.31173, -1.82121, 2.71227], [-2.32822, 5.40892, 2.51886], [-1.91945, 4.62898, 1.34102], [-1.85761, 5.20919, 0.11508], [-1.54822, 4.52852, -1.01104], [-1.27800, 3.14703, -0.85465], [-1.06596, 2.30201, -1.75497], [-1.21853, 2.58603, 0.40657], [-1.65679, 3.27924, 1.52314], [-1.80987, 2.74846, 2.60502], [-2.89293, 6.27299, 2.18152], [-1.45260, 5.73105, 3.07893], [-2.95592, 4.79083, 3.15189], [-2.10305, 6.26260, 0.09619], [-1.55413, 4.98927, -1.98531]], "atomic_forces_ev_per_a": [[0.8, 0.6, -0.5], [-0.1, 0.0, 0.0], [0.2, 0.0, 0.0], [-0.1, -0.1, -0.1], [-0.1, -0.1, 0.0], [0.1, 0.0, 0.0], [0.0, -0.1, 0.0], [0.1, 0.1, 0.0], [0.0, 0.1, 0.2], [0.3, -0.2, -0.4], [-0.3, -0.1, 0.2], [0.1, 0.0, -0.1], [-0.1, 0.1, 0.3], [-0.2, -0.2, -0.1], [0.1, -0.1, -0.2], [0.0, 0.0, 0.0], [0.0, 0.0, 0.0], [0.0, 0.0, 0.0], [0.0, 0.0, 0.0], [0.0, 0.0, 0.0], [0.0, 0.0, 0.0], [-0.1, 0.0, 0.0], [0.0, 0.1, 0.0], [0.0, 0.0, 0.0], [0.0, 0.0, 0.0], [0.0, 0.0, 0.0], [0.0, 0.0, 0.0], [0.0, 0.0, 0.0], [0.0, 0.0, 0.0], [0.0, 0.0, 0.0], [0.0, 0.0, 0.0], [0.0, 0.0, 0.0], [0.0, 0.0, 0.0], [0.0, 0.0, 0.0], [0.0, 0.0, 0.0], [0.0, 0.3, 0.1], [-0.1, -0.2, -0.1], [0.5, 0.3, 0.1], [-0.2, -0.1, 0.2], [-0.4, -0.6, -0.1], [-0.1, 0.0, 0.0], [0.0, 0.0, 0.0], [0.0, -0.1, 0.0], [0.0, 0.0, 0.0], [0.0, -0.1, 0.0], [0.1, -0.1, 0.1], [0.0, 0.1, 0.1], [0.0, 0.0, 0.0], [0.0, 0.0, 0.0], [-0.3, 0.0, 0.3], [0.1, -0.2, 0.0], [0.0, 0.0, -0.1], [0.0, 0.0, 0.0], [0.0, 0.0, 0.0], [0.0, 0.0, 0.0], [0.0, 0.1, 0.0], [0.1, 0.0, 0.0], [0.0, 0.0, -0.1], [0.0, 0.0, 0.0], [0.0, 0.0, 0.0], [0.0, 0.0, 0.0], [0.0, 0.0, 0.0], [0.0, 0.0, 0.0], [0.0, 0.0, 0.0], [0.0, 0.0, 0.0], [0.0, 0.0, 0.0], [0.0, 0.0, 0.0], [0.0, 0.0, 0.0], [0.0, 0.0, 0.0], [0.0, 0.0, 0.0], [0.0, 0.0, 0.0], [0.0, 0.0, 0.0], [0.0, 0.0, 0.0], [0.0, 0.0, 0.0], [0.0, 0.0, 0.0], [0.0, 0.0, 0.0], [0.0, 0.0, 0.0], [0.0, 0.0, 0.0], [0.0, 0.0, 0.0], [0.0, 0.0, 0.0], [0.0, 0.0, 0.0], [0.0, 0.1, 0.1], [0.0, -0.1, 0.1], [-0.2, 0.3, 0.0], [0.1, 0.0, 0.1], [0.1, 0.0, 0.1], [0.0, 0.0, 0.0], [0.0, 0.0, 0.0], [0.0, 0.0, 0.0], [0.0, 0.0, 0.0], [0.0, 0.0, 0.0]]}

Record 3
{"formula": "C3H3P3", "method": "ωB97M-V with the def2-TZVPD basis set", "e_homo_ha": [-0.2736, -0.2943], "max_force_ev_per_a": 2.8, "smiles": "C=C1C=P1=P#P", "gap_ev": [5.8, 6.3], "e_above_lowest_kcal_mol": 59.5, "elements": ["C", "C", "C", "P", "P", "P", "H", "H", "H"], "coordinates": [[1.33148, -0.85375, 0.50642], [0.53054, 0.13385, 0.15828], [0.62163, 1.32557, -0.59838], [-0.81221, 1.27641, 0.38679], [-2.73294, 0.22274, -0.70858], [-3.63455, -1.28198, 0.04647], [2.35280, -1.15833, 0.06402], [0.97114, -1.61233, 1.14407], [1.37210, 1.94780, -0.99908]], "atomic_forces_ev_per_a": [[1.8, -1.8, -0.7], [1.4, 1.1, -1.0], [-2.0, -0.7, 1.9], [1.3, 0.7, -0.1], [-1.2, -0.8, -0.7], [0.5, 0.5, -0.1], [-1.8, 1.2, 0.4], [-0.4, -0.7, 0.9], [0.4, 0.5, -0.8]]}